Here is a molecular structure, C49H49N3O3STe2V from the OMol25 dataset. Energies are from ωB97M-V/def2-TZVPD.

Geometry as XYZ:
```
108
Properties=species:S:1:pos:R:3:forces:R:3:lowdin_spin:R:1
V 1.50977 -1.41409 0.05164 -0.64 -0.69 -0.80 2.037
O 3.64325 -1.72547 0.38497 0.49 0.33 0.14 0.019
S 3.75436 -3.09350 -0.16282 -0.34 -0.04 0.23 0.002
O 4.56251 -3.30519 -1.32782 0.12 -0.03 0.05 0.000
N 2.22229 -3.41087 -0.26394 0.76 0.17 -0.12 0.004
C 1.54962 -4.45643 -0.82167 -0.19 0.07 -0.17 -0.003
C 1.97702 -5.71262 -1.18551 -0.12 0.09 0.01 0.007
C 1.04228 -6.63698 -1.70553 0.05 0.01 0.02 -0.002
C -0.28021 -6.32620 -1.85457 -0.01 -0.06 0.01 0.006
C -0.74264 -5.03401 -1.49853 -0.02 0.08 -0.01 -0.001
C -2.08561 -4.60661 -1.60914 -0.04 0.08 0.04 0.008
C -2.41486 -3.33244 -1.24131 0.03 -0.11 0.01 -0.001
C -1.40471 -2.46467 -0.77389 -0.29 0.11 -0.08 0.011
N -0.15098 -2.82328 -0.66418 -0.24 0.16 -0.26 0.000
C 0.17876 -4.09920 -1.00408 0.10 -0.28 -0.03 0.001
C 4.43637 -4.07952 1.14349 -0.14 0.06 0.04 0.000
C 3.61631 -4.39314 2.22078 0.00 0.04 0.02 0.000
C 4.14638 -5.12435 3.27278 -0.01 0.00 -0.01 0.000
C 5.47551 -5.52950 3.24164 -0.01 0.01 0.00 0.000
C 6.28281 -5.20565 2.15865 -0.03 0.00 0.02 0.000
C 5.76345 -4.47475 1.09926 0.03 -0.06 -0.08 0.000
H 3.01483 -5.99741 -1.08452 0.05 0.04 0.04 0.001
H 1.39774 -7.62241 -1.98462 -0.03 0.02 0.00 0.000
H -0.98620 -7.05468 -2.23721 0.03 0.03 0.00 0.000
H -2.83569 -5.30030 -1.97467 0.01 0.04 0.00 0.000
H -3.43267 -2.96841 -1.29771 0.04 0.00 -0.01 0.000
H -1.64505 -1.44513 -0.49750 0.07 -0.10 -0.02 0.001
H 2.58295 -4.05469 2.23238 0.06 -0.02 0.01 0.000
H 3.51746 -5.37160 4.11863 0.02 0.00 -0.01 0.000
H 5.88353 -6.09895 4.06828 0.00 0.01 -0.02 0.000
H 7.31740 -5.52288 2.13653 0.01 0.00 0.01 0.000
H 6.36913 -4.21825 0.23861 -0.04 0.00 0.04 0.000
C 2.14869 0.04465 8.00159 0.01 0.04 0.05 0.000
C 1.63390 -0.38779 6.65479 -0.04 -0.06 -0.08 0.001
C 2.27126 -0.01303 5.48418 -0.04 0.10 0.00 0.000
C 1.81523 -0.40458 4.22437 -0.01 0.06 -0.10 0.001
C 2.55404 0.11385 3.01908 0.10 0.00 -0.01 0.010
C 0.69441 -1.23622 4.11918 -0.07 -0.17 0.15 0.002
Te -0.00732 -2.06756 2.28817 0.25 0.10 0.29 -0.008
C 0.01294 -1.59576 5.30091 0.07 -0.03 0.04 0.000
C -1.23138 -2.44297 5.27360 -0.04 -0.01 0.03 -0.002
C 0.48997 -1.17048 6.53578 0.00 0.01 -0.01 0.000
H 3.07310 0.61532 7.89988 -0.02 -0.01 0.00 0.000
H 2.35531 -0.81297 8.64651 -0.01 0.00 -0.02 0.000
H 1.42616 0.67567 8.52628 0.00 -0.02 -0.03 0.000
H 3.14854 0.62617 5.53836 0.00 -0.02 0.01 0.000
H 3.01058 1.08226 3.23542 0.05 -0.06 0.02 0.001
H 1.87970 0.25120 2.17461 -0.12 0.07 -0.02 0.006
H 3.34250 -0.56708 2.68932 -0.02 -0.04 0.03 0.001
H -2.02660 -1.95977 4.70003 0.03 0.00 0.00 -0.001
H -1.59355 -2.62239 6.28838 0.00 0.02 -0.03 0.000
H -1.05249 -3.40667 4.79135 0.04 0.02 0.00 -0.001
H -0.05202 -1.46677 7.43096 0.04 0.02 -0.01 0.000
C -7.59185 4.72193 -1.56356 -0.03 0.04 -0.01 0.000
C -6.33910 3.90666 -1.38199 0.06 -0.03 0.05 0.000
C -5.84662 3.10229 -2.39900 0.03 -0.04 -0.02 0.000
C -4.69325 2.33473 -2.23992 0.00 -0.02 -0.03 0.000
C -4.24717 1.47941 -3.39762 -0.04 0.00 -0.03 0.000
C -3.98674 2.38121 -1.02631 -0.06 0.03 0.00 0.002
Te -2.17437 1.26131 -0.75589 0.11 0.07 -0.06 0.002
N 0.52978 0.07133 -0.52605 0.00 0.32 0.51 -0.096
C 1.56613 0.51116 -1.20990 -0.34 -0.42 -0.22 -0.003
O 2.28750 -0.35057 -1.83235 0.22 0.07 0.46 -0.002
C 1.94958 1.96148 -1.19792 0.13 -0.03 -0.24 -0.002
C 2.83543 2.44298 -2.15549 -0.05 0.02 -0.02 0.000
C 3.19293 3.78385 -2.16313 0.01 -0.03 -0.02 0.000
C 2.68112 4.64341 -1.20021 0.02 0.04 0.01 0.001
C 1.81044 4.15970 -0.23175 -0.07 0.02 0.00 0.000
C 1.43670 2.82400 -0.23448 0.05 -0.04 -0.05 -0.001
C -1.23292 2.09488 -2.47060 -0.08 0.24 -0.02 0.000
C -1.09053 3.48815 -2.55725 0.06 -0.05 -0.04 0.000
C -1.60767 4.46431 -1.53146 0.04 -0.02 0.02 0.000
C -0.43768 4.03424 -3.66438 0.05 -0.02 0.04 0.000
C 0.08233 3.24543 -4.67388 -0.03 -0.04 0.00 0.000
C 0.81281 3.85039 -5.84169 0.05 0.03 -0.02 0.000
C -0.09055 1.86943 -4.58005 0.00 -0.02 0.04 0.000
C -0.75056 1.27685 -3.50921 0.00 0.08 0.03 0.000
C -0.92391 -0.21595 -3.52531 -0.09 0.00 0.02 0.000
C -4.47891 3.18541 0.01556 -0.06 0.02 -0.05 0.000
C -3.82019 3.32230 1.36764 0.00 0.02 0.07 0.000
C -5.64294 3.92650 -0.18126 -0.01 0.02 -0.04 0.000
H -7.99849 4.60175 -2.56860 0.02 0.00 0.02 0.000
H -7.39831 5.78565 -1.40496 0.01 -0.03 0.00 0.000
H -8.36537 4.42452 -0.85142 0.02 -0.01 -0.01 0.000
H -6.37790 3.05861 -3.34676 0.03 0.00 0.05 0.000
H -5.07941 1.29524 -4.07984 0.02 0.03 0.01 0.000
H -3.86134 0.51861 -3.05085 -0.05 0.05 0.01 0.000
H -3.44012 1.95613 -3.96161 -0.05 -0.01 0.04 0.000
H 3.22690 1.74722 -2.88766 0.00 0.01 0.02 0.000
H 3.87553 4.15919 -2.91695 -0.01 -0.01 0.01 0.000
H 2.96723 5.68997 -1.19985 -0.02 -0.04 0.00 0.000
H 1.41251 4.82769 0.52306 0.01 0.00 0.00 0.000
H 0.75543 2.42454 0.50552 -0.05 0.00 0.02 -0.001
H -1.66920 4.02264 -0.53856 0.04 -0.04 0.03 0.000
H -2.60996 4.81828 -1.79377 0.04 -0.05 0.01 0.000
H -0.94092 5.32611 -1.47665 -0.02 0.02 -0.03 0.000
H -0.31012 5.11280 -3.71230 -0.01 -0.05 0.00 0.000
H 0.93719 4.92653 -5.71292 -0.01 -0.02 0.00 0.000
H 0.27399 3.68374 -6.77748 -0.01 -0.01 0.01 0.000
H 1.80535 3.40832 -5.95490 -0.02 0.00 0.02 0.000
H 0.30768 1.22726 -5.36070 -0.02 0.03 0.01 0.000
H -0.55549 -0.63228 -4.46242 0.00 0.01 -0.01 0.000
H -1.97751 -0.48759 -3.41474 0.06 -0.01 0.02 0.000
H -0.37637 -0.68026 -2.70935 0.09 -0.06 0.14 0.000
H -2.89182 2.76456 1.45510 0.00 -0.02 -0.05 0.000
H -4.49158 2.97369 2.15647 0.01 0.00 -0.03 0.000
H -3.59737 4.37306 1.57270 -0.02 -0.02 -0.01 0.000
H -6.00841 4.54533 0.63578 0.01 -0.03 -0.04 0.000
```
Forces are in eV/Å.

Results
<S²>: 2.048
Net charge: -1
Relative energy (zero: lowest compared OMol25 entry of this formula, charge and spin) in kcal per mole: 5.7
Max |F| in eV/A: 1.2
Spin multiplicity: 3
Total energy in eV: -113334.76701
HOMO-LUMO gap (alpha / beta) in eV: 6.2 / 6.4

---

Here is 9 unconnected molecules or ions with the total composition C13H10Cl32N2SSi from the OMol25 dataset. Energies are from ωB97M-V/def2-TZVPD.

Geometry as XYZ:
```
59
Properties=species:S:1:pos:R:3:forces:R:3:lowdin_charge:R:1
C 0.08252 -2.84827 3.37389 -0.34 -0.45 -0.60 -0.150
C -1.02415 -2.31404 2.40821 0.04 -0.95 0.79 -0.326
Si -2.31708 -3.65330 2.12968 -0.15 0.26 0.25 0.616
C -4.09096 -2.99028 2.27970 0.35 0.71 0.53 -0.250
C -4.72111 -3.35449 3.61084 0.09 -0.43 -0.81 -0.332
N -5.21814 -4.48907 3.84850 -0.15 -0.08 0.24 0.080
N -2.05786 -4.57514 0.61162 0.26 -0.25 0.47 -0.022
C -1.69217 -5.71671 0.78547 -0.33 0.22 0.22 -0.934
S -1.28612 -7.18680 1.16133 0.10 0.10 -0.39 0.710
H -0.13281 -3.87142 3.67659 0.03 -0.10 0.15 0.034
H 0.14047 -2.26919 4.28744 0.21 0.23 0.00 0.067
H 1.03933 -2.90117 2.86548 0.26 0.26 0.10 0.052
H -1.52322 -1.50442 2.93749 -0.13 0.35 -0.43 0.065
H -0.59103 -1.99044 1.47280 -0.10 0.33 -0.08 -0.023
H -2.16527 -4.63408 3.22641 0.00 -0.13 -0.10 0.027
H -4.73510 -3.28982 1.45874 -0.06 -0.08 -0.12 0.078
H -4.00194 -1.90078 2.28572 -0.04 0.10 -0.44 0.057
H -4.75989 -2.60030 4.38884 0.08 0.15 0.14 0.098
H -5.10465 -5.06611 3.01330 -0.10 -0.27 0.08 0.046
C -0.49101 0.70794 -0.62067 -0.04 0.06 0.02 -1.987
Cl -0.24114 2.34734 0.00409 -0.06 -0.10 -0.02 0.493
Cl -2.06406 0.09513 -0.09006 0.12 -0.17 -0.09 0.522
Cl -0.44044 0.73174 -2.38171 0.04 0.08 0.15 0.523
Cl 0.78506 -0.35346 -0.00811 0.00 0.08 -0.15 0.516
C 3.43238 3.88821 0.27311 -0.03 0.01 0.01 -2.016
Cl 2.98858 4.81461 -1.16152 0.01 0.01 0.03 0.513
Cl 3.11234 2.17569 -0.00636 0.24 0.00 -0.01 0.504
Cl 5.16116 4.11680 0.60793 -0.07 -0.20 -0.23 0.506
Cl 2.46885 4.44463 1.64724 -0.25 -0.22 -0.24 0.501
C -4.99015 2.92292 0.95033 0.03 0.07 0.01 -2.047
Cl -5.60878 1.42155 0.24642 0.01 0.00 0.01 0.512
Cl -5.26548 2.90984 2.69668 0.00 -0.01 -0.03 0.523
Cl -3.25939 3.04873 0.62718 -0.28 0.22 0.09 0.480
Cl -5.83230 4.29995 0.23170 0.01 -0.04 0.01 0.529
C -1.88575 -2.34477 -4.69128 -0.01 -0.03 0.05 -2.042
Cl -1.23779 -0.77683 -5.20286 -0.03 -0.10 -0.11 0.497
Cl -1.44091 -2.65685 -3.00847 0.00 -0.02 -0.03 0.506
Cl -3.64596 -2.32681 -4.84245 0.03 0.02 0.02 0.534
Cl -1.21541 -3.61446 -5.71549 -0.27 -0.06 -0.04 0.510
C 2.32864 8.58374 -2.63414 0.03 0.02 0.05 -2.061
Cl 1.79812 9.98292 -3.57247 0.01 -0.04 0.02 0.527
Cl 1.71103 7.10472 -3.38136 -0.02 0.02 -0.04 0.502
Cl 4.09396 8.52913 -2.59869 -0.03 -0.01 0.00 0.522
Cl 1.71019 8.70794 -0.98362 0.01 -0.01 -0.02 0.517
C 4.25186 6.97502 4.27450 0.08 -0.01 0.01 -2.043
Cl 2.85987 7.86062 3.63596 0.01 -0.01 0.00 0.516
Cl 3.74708 6.01722 5.67244 0.00 0.01 -0.02 0.524
Cl 4.88293 5.90156 3.02273 0.24 0.43 0.45 0.465
Cl 5.50390 8.12213 4.76679 -0.04 -0.02 0.00 0.526
C 2.92389 -3.51516 -6.78934 0.01 0.02 0.00 -2.048
Cl 2.49742 -2.59441 -8.23592 0.00 -0.02 0.03 0.529
Cl 2.57603 -5.22760 -7.05590 0.00 0.02 0.01 0.526
Cl 4.64526 -3.30971 -6.44354 -0.03 -0.01 0.00 0.526
Cl 1.97328 -2.93234 -5.42081 0.25 0.08 -0.01 0.474
C 3.25943 -3.83611 -0.66242 -0.03 -0.07 -0.01 -2.043
Cl 3.53323 -2.19647 -0.05669 0.10 -0.02 0.04 0.502
Cl 1.66909 -4.39991 -0.12828 0.00 0.04 -0.01 0.523
Cl 3.31886 -3.82799 -2.42577 -0.02 0.02 0.07 0.512
Cl 4.51046 -4.91040 -0.03021 -0.04 0.02 0.00 0.537
```
Forces are in eV/Å.

Results
Structure (SMILES): [H]/N=C\C[Si@H](CC)N=C=S.ClC(Cl)(Cl)Cl.ClC(Cl)(Cl)Cl.ClC(Cl)(Cl)Cl.ClC(Cl)(Cl)Cl.ClC(Cl)(Cl)Cl.ClC(Cl)(Cl)Cl.ClC(Cl)(Cl)Cl.ClC(Cl)(Cl)Cl
Net charge: 0
Max |F| in eV/A: 1.2
Spin multiplicity: 1
Total energy in eV: -436051.37821
HOMO-LUMO gap in eV: 9.6

---

Here is a molecular structure, FH2OV from the OMol25 dataset. Energies are from ωB97M-V/def2-TZVPD.

Geometry as XYZ:
```
5
Properties=species:S:1:pos:R:3:forces:R:3:lowdin_spin:R:1
H 1.06855 0.36365 0.23649 -0.76 -2.15 -1.03 0.009
F -1.44950 1.47018 0.31953 0.18 -0.83 -0.40 0.042
V -1.20715 -0.10955 -0.50444 -2.80 1.30 -0.17 2.885
O 0.62124 -0.45543 -0.21927 2.90 1.72 1.42 0.055
H 0.96686 -1.26885 0.16769 0.48 -0.05 0.18 0.009
```
Forces are in eV/Å.

Results
<S²>: 3.756
Net charge: +1
Max |F| in eV/A: 3.7
Spin multiplicity: 4
Total energy in eV: -30477.07126
HOMO-LUMO gap (alpha / beta) in eV: 9.2 / 12.4

---

Here is a gas-phase ion, C4H5N2O4PS (charge -2) from the OMol25 dataset. Energies are from ωB97M-V/def2-TZVPD.

Geometry as XYZ:
```
17
Properties=species:S:1:pos:R:3:forces:R:3:lowdin_charge:R:1
C -0.26278 1.66006 0.29366 0.18 0.50 0.46 -0.254
C 2.45800 0.12281 -0.72691 -1.17 -0.28 0.75 -0.185
C 0.38526 -0.87495 -0.12993 1.14 -3.02 1.07 -0.565
C -1.79229 -0.34270 -0.55462 1.20 -1.38 3.96 -0.093
N 1.76330 -0.51518 0.20307 2.88 0.25 -0.71 -0.052
N -0.49036 0.09170 -0.09835 -0.30 -0.59 -1.50 -0.082
O -1.35109 2.17936 0.32199 -0.10 0.14 -0.14 -0.169
O 5.05926 0.16669 -1.57415 -0.11 -0.49 0.23 -0.475
O 0.15831 -2.10868 -0.32450 0.40 2.23 0.22 -0.051
O 4.37154 1.72673 0.27518 -0.43 0.36 -0.06 -0.297
P 4.24103 0.21170 -0.32449 0.96 0.10 -0.37 -0.041
S 4.68069 -0.94597 1.24851 -0.07 -0.52 0.12 0.041
H -2.29986 -0.63432 0.37892 -0.63 -0.07 -0.52 0.097
H -2.24869 0.41225 -0.99504 -2.31 3.97 -1.52 0.010
H -1.86154 -1.11514 -1.23911 0.74 -1.95 -1.11 0.051
H 2.46760 -0.95695 0.97110 -2.06 0.25 -1.02 0.041
H 3.47096 2.06339 0.27158 -0.30 0.48 0.12 0.024
```
Forces are in eV/Å.

Results
Net charge: -2
Relative energy (zero: lowest compared OMol25 entry of this formula, charge and spin) in kcal per mole: 31.3
Max |F| in eV/A: 4.8
Spin multiplicity: 1
Total energy in eV: -35522.87754
HOMO-LUMO gap in eV: 6.4

---

Here is CNPS in the gas phase from the OMol25 dataset. Energies are from ωB97M-V/def2-TZVPD.

Geometry as XYZ:
```
4
Properties=species:S:1:pos:R:3:forces:R:3:lowdin_charge:R:1
C 0.33133 -0.98574 -0.27967 -3.54 3.76 0.54 -0.470
N 1.18907 -1.70025 -0.47549 1.90 -1.74 -0.39 -0.024
P -1.14913 0.66622 -0.17303 2.12 -1.01 0.62 0.371
S -0.37126 2.01977 0.92819 -0.48 -1.02 -0.77 0.122
```
Forces are in eV/Å.

Results
Structure (SMILES): N#CP=S
Net charge: 0
Relative energy (zero: lowest compared OMol25 entry of this formula, charge and spin) in kcal per mole: 13.5
Max |F| in eV/A: 5.2
Spin multiplicity: 1
Total energy in eV: -22649.28997
HOMO-LUMO gap in eV: 7.9

---

Here is 5 unconnected molecules or ions with the total composition C2H14NO5 from the OMol25 dataset. Energies are from ωB97M-V/def2-TZVPD.

Geometry as XYZ:
```
22
Properties=species:S:1:pos:R:3:forces:R:3:lowdin_spin:R:1
C -0.88344 0.69216 1.19499 -1.33 -1.37 0.98 0.013
O -0.62622 1.75489 0.30843 0.65 -0.54 -0.06 0.142
C -0.62784 -0.73204 0.63480 0.24 1.14 -0.20 0.003
N -1.38459 -0.88148 -0.61845 1.23 0.30 -0.54 0.002
H -0.35103 0.79188 2.15063 0.11 0.20 -0.17 0.004
H -1.95715 0.70796 1.44172 0.20 0.51 -0.16 0.012
H 0.45983 -0.73410 0.52787 0.12 -0.65 -0.46 0.001
H -0.88933 -1.54626 1.30332 -0.20 0.30 0.44 0.000
H -0.88332 -0.24979 -1.24610 -0.52 0.16 -0.19 0.000
H -1.16191 -1.76840 -1.06518 -0.19 -0.22 0.36 0.000
H 2.61106 -1.26445 1.22966 0.41 0.31 -0.07 0.000
H 2.79533 0.22398 0.94674 0.06 -0.12 0.21 -0.002
O 3.29382 -0.57320 1.17371 -0.30 -0.31 0.09 0.017
H -3.20710 -0.06393 -0.78826 -0.18 -0.19 0.37 0.000
H -4.25045 0.84322 -1.39480 -0.26 0.25 -0.15 0.000
O -4.11488 0.27044 -0.64078 0.42 -0.12 -0.11 0.000
H 2.85957 -1.20266 -1.57847 -0.30 -0.25 -0.03 0.000
H 1.90816 -0.12573 -1.13077 -0.34 -0.52 -0.37 0.004
O 1.90905 -1.01478 -1.54139 0.56 0.24 -0.03 0.046
H 2.39520 1.99331 -0.58418 -0.17 0.17 0.04 0.008
H 0.29332 1.60318 -0.04833 -0.55 0.24 -0.11 0.005
O 1.81193 1.27582 -0.27515 0.32 0.48 0.16 0.745
```
Forces are in eV/Å.

Results
<S²>: 0.757
Net charge: 0
Relative energy (zero: lowest compared OMol25 entry of this formula, charge and spin) in kcal per mole: 16.1
Max |F| in eV/A: 2.1
Spin multiplicity: 2
Total energy in eV: -14025.43970
HOMO-LUMO gap (alpha / beta) in eV: 10.2 / 5.4